# C38H32N3O2PZn

A structure of composition C38H32N3O2PZn (ωB97M-V/def2-TZVPD, the Open Molecules 2025 dataset).

Geometry (Å):
Zn1 0.07015 -1.84103 -0.32457
O1 0.18416 -5.99907 -0.12330
C1 0.35729 -4.79311 -0.33388
N1 -0.46863 -3.78278 -0.15595
C2 -1.72285 -4.02183 0.49096
C3 -1.89117 -3.02644 1.61560
C4 -2.79666 -3.23234 2.65161
C5 -2.89151 -2.29499 3.66134
C6 -2.07844 -1.16936 3.61506
C7 -1.21833 -1.03191 2.54511
N2 -1.12726 -1.93511 1.56773
C8 1.69303 -4.33915 -0.89792
C9 2.62989 -5.29431 -1.26134
C10 3.84954 -4.88146 -1.76416
C11 4.09031 -3.52141 -1.88797
C12 3.09791 -2.63909 -1.49976
N3 1.92119 -3.02531 -1.00915
H1 -2.56087 -3.88276 -0.20667
H2 -1.79556 -5.04224 0.87695
H3 -3.40131 -4.12969 2.65747
H4 -3.58416 -2.43971 4.48059
H5 -2.11384 -0.41314 4.38644
H6 -0.57691 -0.16486 2.44388
H7 2.36298 -6.33304 -1.13100
H8 4.60029 -5.60447 -2.05591
H9 5.02519 -3.14269 -2.27706
H10 3.25594 -1.57509 -1.59541
C13 1.45895 4.66866 -0.55875
C14 1.07292 4.14843 0.66820
C15 0.14761 3.11281 0.71749
C16 -0.40795 2.58946 -0.44969
C17 -0.01773 3.12803 -1.67602
C18 0.90984 4.15838 -1.73025
P1 -1.57750 1.19075 -0.25160
C19 -3.19495 2.03870 -0.37834
C20 -3.35844 3.41602 -0.48807
C21 -4.63094 3.97474 -0.53857
C22 -5.75211 3.16308 -0.48480
C23 -5.59907 1.78584 -0.37045
C24 -4.33241 1.23201 -0.30863
C25 -1.47118 0.32023 -1.85922
C26 -2.12981 0.79760 -2.99563
C27 -2.03461 0.12208 -4.20067
C28 -1.28301 -1.04651 -4.26625
C29 -0.64977 -1.52386 -3.12722
C30 -0.72430 -0.86749 -1.89140
H11 2.18433 5.47119 -0.60549
H12 1.49821 4.53875 1.58423
H13 -0.14219 2.69490 1.67599
H14 -0.42866 2.72563 -2.59335
H15 1.20875 4.56452 -2.68850
H16 -2.49066 4.06201 -0.53904
H17 -4.74140 5.04835 -0.62596
H18 -6.74199 3.59863 -0.52976
H19 -6.47033 1.14490 -0.32494
H20 -4.21805 0.15718 -0.21463
H21 -2.73467 1.69640 -2.93870
H22 -2.54838 0.49692 -5.07711
H23 -1.20658 -1.59202 -5.19940
H24 -0.09583 -2.45607 -3.19709
C31 2.42242 0.83109 -0.71371
C32 2.23335 0.31066 0.67802
O2 1.45164 -0.59170 0.93783
C33 3.01288 0.93326 1.78944
C34 2.85774 0.42844 3.07936
C35 3.55038 0.99201 4.13595
C36 4.40453 2.06512 3.91159
C37 4.56424 2.57291 2.63046
C38 3.87048 2.00818 1.57105
H25 1.79324 0.28814 -1.41823
H26 3.47325 0.74211 -0.99746
H27 2.17602 1.89201 -0.75044
H28 2.18903 -0.40768 3.23413
H29 3.42673 0.59530 5.13486
H30 4.94740 2.50603 4.73765
H31 5.22772 3.40954 2.45611
H32 3.99054 2.42068 0.57833

Atoms 1-2, force components in eV/Å:
-0.0869 -0.2257 -0.0478
0.0042 0.0635 0.0378

Computed properties:
largest force on an atom = 0.00480 Eh/bohr
orbital gap = 0.2799 Ha
spin multiplicity = 1
highest occupied orbital energy = -7.9055 eV

=====

# C21H28BIN11O2PS2W

A structure of composition C21H28BIN11O2PS2W in a non-equilibrium geometry (ωB97M-V/def2-TZVPD, the Open Molecules 2025 dataset).

Geometry (Å):
W1 -0.43002 -0.20845 -0.05122
C1 -0.33661 2.93859 2.76408
C2 -0.67746 1.68642 2.34722
N1 -0.35549 1.54312 1.02133
N2 0.20360 2.73006 0.60335
C3 0.22794 3.56762 1.63334
B1 0.62107 2.87550 -0.89346
N3 -0.61630 2.42163 -1.72354
C4 -1.30953 3.07201 -2.65554
C5 -2.26857 2.21390 -3.19068
C6 -2.09915 1.02884 -2.51402
N4 -1.08616 1.15077 -1.62182
N5 1.68119 1.74970 -1.17122
C7 2.94634 1.87713 -1.55843
C8 3.52617 0.60958 -1.67933
C9 2.53600 -0.26242 -1.30997
N6 1.39230 0.42224 -1.01736
N7 1.11083 4.20824 -1.30973
C10 1.54221 4.58268 -2.56292
C11 1.88978 5.89973 -2.50866
C12 1.64991 6.28122 -1.16373
N8 1.19373 5.27472 -0.46021
H1 -0.46133 3.35793 3.74946
H2 -1.12092 0.87591 2.90494
H3 0.63643 4.56095 1.49608
H4 -1.10284 4.10262 -2.90195
H5 -2.97539 2.44247 -3.97101
H6 -2.63485 0.10093 -2.63684
H7 3.38637 2.84767 -1.73521
H8 4.53626 0.37614 -1.97389
H9 2.58846 -1.33661 -1.21949
H10 1.55336 3.89631 -3.39720
H11 2.28793 6.51607 -3.29754
H12 1.80246 7.24935 -0.71384
C13 -0.46783 -2.87674 6.02695
C14 0.46409 -3.37064 4.96130
O1 0.46844 -2.33999 3.83402
P1 0.54873 -2.46531 2.32887
S1 1.54512 -0.88211 1.46815
S2 -1.27744 -2.12528 1.36906
O2 1.13251 -3.84681 1.96658
C15 1.41351 -4.36298 0.61390
C16 2.70449 -5.14099 0.66379
H13 -0.40977 -3.56456 6.87220
H14 -1.50332 -2.85519 5.68907
H15 -0.17276 -1.89025 6.38085
H16 0.16369 -4.32047 4.52657
H17 1.49637 -3.41368 5.29601
H18 1.46170 -3.51180 -0.07290
H19 0.56922 -4.99514 0.34179
H20 3.53074 -4.51154 0.99288
H21 2.93378 -5.53982 -0.32402
H22 2.60727 -5.98093 1.34994
I1 -3.04335 -4.67796 -3.59098
C17 -1.66255 -3.25571 -2.97136
C18 -0.45855 -2.89555 -3.58198
N9 0.11697 -1.95460 -2.83863
N10 -0.62038 -1.66676 -1.74227
C19 -1.71808 -2.46684 -1.83573
H23 -0.01356 -3.26886 -4.49362
H24 0.98793 -1.48761 -3.04308
H25 -2.50138 -2.45044 -1.09794
C20 -5.15172 0.28700 0.68421
C21 -3.75603 0.16060 0.44359
N11 -2.62727 0.05928 0.25155
H26 -5.42009 -0.16291 1.64495
H27 -5.72913 -0.21795 -0.09655
H28 -5.44905 1.33998 0.70185

Atoms 1-2, force components in eV/Å:
0.3096 0.4533 -0.2558
-0.0962 -0.3393 0.0606

Computed properties:
net charge = +4
largest force on an atom = 0.03306 Eh/bohr
orbital gap (spin up / spin down) = 0.1245 / 0.1245 Ha
spin multiplicity = 1
highest occupied orbital energy (spin up / spin down) = -18.7357 / -18.7358 eV

=====

# C5H14NO2S

A cluster of 2 separate species, C5H14NO2S in total in a non-equilibrium geometry (ωB97M-V/def2-TZVPD, the Open Molecules 2025 dataset).

Geometry (Å):
C1 1.13011 -1.84829 -1.21129
C2 1.44347 -1.28391 1.24579
C3 -0.25484 1.93243 -1.78566
C4 -0.42273 2.01901 1.15293
C5 0.50891 0.29648 -0.28368
N1 1.01505 -0.90600 -0.06348
O1 -0.05814 0.50802 -1.48209
O2 0.67673 1.26561 0.62086
S1 -2.33761 -1.22227 1.04268
H1 2.19155 -2.16030 -1.53263
H2 0.54203 -2.71305 -0.94188
H3 0.60656 -1.49061 -2.08720
H4 0.53576 -1.35163 1.86156
H5 2.09702 -2.24888 1.08406
H6 2.01717 -0.44368 1.61521
H7 -1.15780 2.30353 -1.34892
H8 -0.24160 1.93929 -2.83335
H9 0.64346 2.55181 -1.31387
H10 -1.19116 1.99077 0.43905
H11 -0.20880 3.00257 1.41230
H12 -0.71358 1.64634 2.05390
H13 -3.30031 -1.49427 1.82143
H14 -2.32671 -2.16126 -0.04333

Atoms 1-2, force components in eV/Å:
0.4719 -0.7032 -0.2664
1.2217 -1.3786 0.2213

Computed properties:
net charge = +1
largest force on an atom = 0.07629 Eh/bohr
orbital gap = 0.3778 Ha
spin multiplicity = 1
highest occupied orbital energy = -13.2621 eV
relative energy (zero: lowest compared OMol25 entry of this formula, charge and spin) = 0.0 kJ/mol

=====

# C3H9N4O

A cluster of 2 separate species, C3H9N4O in total in a non-equilibrium geometry (ωB97M-V/def2-TZVPD, the Open Molecules 2025 dataset).

Geometry (Å):
C1 1.72528 0.91113 -0.86151
C2 -0.52367 -0.65843 1.80469
C3 0.37028 -1.32356 0.73842
N1 -0.41500 1.58121 -0.77855
N2 0.78619 1.63392 -1.33221
N3 0.09301 -1.05402 -0.61598
N4 -0.94052 -0.43998 -0.87450
O1 2.71463 0.62392 -0.42969
H1 -1.54904 -1.01471 1.57110
H2 -0.04773 -1.04421 2.57106
H3 -0.67889 0.39533 1.80083
H4 1.43466 -1.10208 0.80303
H5 0.21392 -2.40219 0.97248
H6 -1.07168 2.22071 -1.07759
H7 0.84638 2.11752 -2.26598
H8 -1.72438 -0.13896 -0.19652
H9 -1.23344 -0.30559 -1.82908

Atoms 1-2, force components in eV/Å:
-2.3951 0.8245 -1.5958
-2.2463 0.5442 -5.1022

Computed properties:
net charge = +1
largest force on an atom = 0.10893 Eh/bohr
orbital gap (spin up / spin down) = 0.2980 / 0.2979 Ha
spin multiplicity = 1
highest occupied orbital energy (spin up / spin down) = -12.7513 / -12.7489 eV
relative energy (zero: lowest compared OMol25 entry of this formula, charge and spin) = 670.9 kJ/mol

=====

# C3H6O3

The molecule C3H6O3 (ωB97M-V/def2-TZVPD, the Open Molecules 2025 dataset).

Geometry (Å):
O1 0.53963 0.75404 -1.49455
C1 0.09266 1.18885 -0.22337
C2 -0.24828 0.00155 0.67966
O2 -1.57193 -0.40249 0.45538
C3 0.69099 -1.13682 0.31674
O3 0.25270 -2.19602 -0.07039
H1 -0.19431 0.29101 -1.91949
H2 -0.80339 1.81980 -0.29691
H3 0.90713 1.78475 0.19790
H4 -0.09066 0.27540 1.73758
H5 -1.53251 -1.35882 0.28109
H6 1.77600 -0.95516 0.40132

Atoms 1-2, force components in eV/Å:
-0.2640 -0.0481 -0.1923
0.0413 0.1776 0.2326

Computed properties:
largest force on an atom = 0.01006 Eh/bohr
orbital gap = 0.4135 Ha
spin multiplicity = 1
SMILES = O=C[C@H](O)CO
highest occupied orbital energy = -10.4230 eV
relative energy (zero: lowest compared OMol25 entry of this formula, charge and spin) = 131.8 kJ/mol

=====

# C6H7BrN4

The ion C6H7BrN4 with charge +2 in a non-equilibrium geometry (ωB97M-V/def2-TZVPD, the Open Molecules 2025 dataset).

Geometry (Å):
C1 2.88471 0.39001 0.64539
C2 -1.32087 1.22292 -0.47701
C3 2.69620 -0.82873 0.28923
C4 0.96971 1.61946 -0.23691
C5 -0.11508 0.64546 -0.12195
C6 -3.63899 0.35293 -0.11599
N1 2.21186 1.47575 0.15606
N2 -2.53078 0.67477 -0.27517
N3 0.33300 -0.55469 -0.01154
N4 -0.34811 -1.73472 -0.03436
Br1 -5.16124 -0.36022 0.18252
H1 3.79705 0.39508 1.26580
H2 -1.34417 2.29022 -0.70718
H3 2.74927 -1.88341 0.16282
H4 0.59242 2.61344 -0.50341
H5 -1.18878 -1.80963 -0.77417
H6 -0.79734 -1.90494 0.93934
H7 0.21116 -2.60370 -0.38347

Atoms 1-2, force components in eV/Å:
0.1399 -1.3213 -0.3043
0.5298 0.9101 0.6231

Computed properties:
net charge = +2
largest force on an atom = 0.09338 Eh/bohr
orbital gap = 0.2616 Ha
spin multiplicity = 1
highest occupied orbital energy = -16.0070 eV
relative energy (zero: lowest compared OMol25 entry of this formula, charge and spin) = 177.3 kJ/mol